{
  "formula": "C24H31N3O3",
  "method": "ωB97M-V with the def2-TZVPD basis set",
  "symbols": ["C", "O", "C", "C", "C", "O", "C", "C", "C", "C", "O", "N", "C", "C", "C", "N", "C", "C", "N", "C", "C", "C", "C", "C", "C", "C", "C", "C", "C", "C", "H", "H", "H", "H", "H", "H", "H", "H", "H", "H", "H", "H", "H", "H", "H", "H", "H", "H", "H", "H", "H", "H", "H", "H", "H", "H", "H", "H", "H", "H", "H"],
  "xyz": [[-7.950, -1.568, 0.119], [-7.575, -0.220, 0.277], [-6.297, 0.136, -0.018], [-6.002, 1.489, 0.110], [-4.730, 1.973, -0.174], [-4.561, 3.315, -0.022], [-3.304, 3.872, -0.320], [-3.733, 1.088, -0.574], [-4.028, -0.263, -0.687], [-2.982, -1.213, -1.191], [-3.026, -1.662, -2.322], [-2.003, -1.543, -0.317], [-1.887, -1.065, 1.039], [-0.605, -0.246, 1.199], [0.604, -1.104, 0.807], [1.848, -0.404, 1.084], [2.179, 0.696, 0.197], [3.329, 1.488, 0.830], [4.500, 0.667, 1.033], [5.456, 0.527, 0.035], [5.315, 1.088, -1.239], [6.324, 0.985, -2.179], [7.499, 0.318, -1.889], [7.658, -0.236, -0.629], [6.661, -0.130, 0.318], [4.153, -0.467, 1.863], [3.003, -1.267, 1.236], [0.414, -1.596, -0.638], [-0.898, -2.372, -0.745], [-5.300, -0.748, -0.423], [-9.007, -1.610, 0.374], [-7.813, -1.904, -0.914], [-7.389, -2.223, 0.793], [-6.773, 2.174, 0.420], [-3.021, 3.695, -1.363], [-3.409, 4.942, -0.153], [-2.523, 3.480, 0.341], [-2.738, 1.430, -0.814], [-2.763, -0.468, 1.294], [-1.850, -1.932, 1.712], [-0.498, 0.089, 2.230], [-0.667, 0.633, 0.557], [0.606, -1.983, 1.466], [1.311, 1.347, 0.083], [2.491, 0.340, -0.800], [3.583, 2.362, 0.231], [3.003, 1.833, 1.818], [4.410, 1.606, -1.516], [6.179, 1.426, -3.155], [8.281, 0.234, -2.628], [8.575, -0.749, -0.376], [6.830, -0.544, 1.300], [5.012, -1.121, 2.003], [3.832, -0.090, 2.839], [2.742, -2.099, 1.894], [3.348, -1.678, 0.269], [1.243, -2.241, -0.932], [0.378, -0.744, -1.319], [-1.094, -2.671, -1.777], [-0.856, -3.268, -0.114], [-5.489, -1.802, -0.544]],
  "max_force_ev_per_a": 0.502,
  "e_above_lowest_kcal_mol": 51.10,
  "charge": 0,
  "gap_ev": 8.2
}